Record 1
47
Properties=species:S:1:pos:R:3 method="wB97M-V/def2-TZVPD" lumo_ev="-0.06 / -3.41" gap_ev="5.17 / 4.59" total_charge=0 homo_ev="-5.24 / -8.00" multiplicity=6 s_squared=8.80
Ir 0.430 0.715 0.458
O 0.092 0.715 2.364
C 1.098 0.471 3.115
C 1.073 0.697 4.506
C 2.161 0.433 5.352
C 3.338 -0.092 4.831
C 3.420 -0.341 3.466
C 2.324 -0.047 2.637
C 2.505 -0.257 1.187
N 2.289 0.715 0.371
N 2.470 0.372 -0.976
C 1.377 0.482 -1.688
O 0.179 0.715 -1.407
C 1.530 0.347 -3.203
C 0.456 0.257 -4.108
C 0.673 0.195 -5.489
C 1.972 0.217 -5.994
C 3.052 0.297 -5.119
C 2.831 0.360 -3.738
H 0.160 1.110 4.933
H 2.073 0.651 6.410
H 4.187 -0.284 5.476
H 4.337 -0.718 3.028
H 2.857 -1.245 0.851
H -0.561 0.253 -3.722
H -0.180 0.142 -6.158
H 2.140 0.182 -7.065
H 4.069 0.324 -5.496
H 3.678 0.445 -3.062
I -1.247 2.792 0.458
C -2.801 1.377 0.458
C -4.112 1.865 0.458
C -5.183 0.976 0.458
C -4.949 -0.399 0.458
C -3.640 -0.907 0.458
C -3.403 -2.292 0.458
C -2.101 -2.798 0.458
C -1.021 -1.924 0.458
C -1.247 -0.549 0.458
C -2.544 -0.010 0.458
H -4.311 2.933 0.458
H -6.203 1.353 0.458
H -5.801 -1.076 0.458
H -4.236 -2.992 0.458
H -1.934 -3.872 0.458
H -0.003 -2.300 0.458
H -1.294 0.715 0.458


Record 2
102
Properties=species:S:1:pos:R:3 method="wB97M-V/def2-TZVPD" lumo_ev=-10.08 gap_ev=5.86 total_charge=+3 homo_ev=-15.94 relative_energy_kj_mol=0.0 multiplicity=1
Mo -0.044 -0.061 -0.008
C 3.220 -2.272 4.073
C 2.090 -3.082 3.500
C 1.913 -4.441 4.128
O 0.839 -2.347 3.635
C 0.444 -1.895 2.386
C 1.019 -3.038 1.468
O 2.272 -3.177 2.085
C 1.254 -2.972 -0.047
O 1.239 -1.119 -0.340
C 0.178 -3.393 -0.961
C 0.464 -3.499 -2.334
C -0.486 -3.999 -3.206
C -1.739 -4.370 -2.732
C -2.052 -4.213 -1.388
C -1.101 -3.726 -0.508
C 2.640 -3.307 -0.436
C 3.717 -2.447 -0.213
C 5.003 -2.857 -0.506
C 5.232 -4.148 -0.976
C 4.172 -5.017 -1.160
C 2.872 -4.600 -0.910
C -1.033 -1.431 2.487
O -1.224 -0.623 1.205
C -1.231 -0.419 3.607
C -1.247 0.955 3.410
C -1.431 1.823 4.483
C -1.601 1.317 5.759
C -1.602 -0.059 5.960
C -1.431 -0.923 4.895
C -2.107 -2.491 2.512
C -3.419 -2.123 2.215
C -4.433 -3.062 2.268
C -4.150 -4.372 2.645
C -2.857 -4.728 2.983
C -1.832 -3.789 2.923
H 3.102 -2.176 5.150
H 3.239 -1.278 3.624
H 4.170 -2.765 3.870
H 1.601 -4.335 5.167
H 2.855 -4.987 4.105
H 1.164 -5.028 3.596
H 1.023 -0.978 2.115
H 0.418 -3.948 1.599
H 1.434 -3.205 -2.710
H -0.245 -4.109 -4.254
H -2.471 -4.789 -3.411
H -3.024 -4.510 -1.014
H -1.358 -3.671 0.536
H 3.548 -1.454 0.180
H 5.834 -2.181 -0.359
H 6.241 -4.472 -1.191
H 4.348 -6.024 -1.512
H 2.055 -5.293 -1.056
H -1.156 1.385 2.417
H -1.468 2.890 4.312
H -1.757 1.986 6.594
H -1.753 -0.460 6.953
H -1.453 -1.989 5.064
H -3.646 -1.094 1.972
H -5.451 -2.775 2.041
H -4.945 -5.103 2.700
H -2.640 -5.737 3.307
H -0.835 -4.072 3.227
C -3.022 1.734 -3.149
Si -2.811 0.873 -1.532
C -2.844 2.040 -0.097
C -3.788 -0.679 -1.325
N -0.936 0.266 -1.558
C -0.338 0.009 -2.845
C 0.969 0.422 -3.095
C 1.540 0.161 -4.330
C 0.808 -0.506 -5.303
C -0.491 -0.926 -5.042
C -1.071 -0.675 -3.811
H -3.918 2.356 -3.067
H -3.161 1.065 -3.995
H -2.187 2.400 -3.376
H -3.881 2.368 0.023
H -2.249 2.937 -0.276
H -2.566 1.593 0.864
H -4.797 -0.511 -1.712
H -3.870 -1.005 -0.291
H -3.355 -1.501 -1.897
H 1.528 0.979 -2.350
H 2.547 0.494 -4.539
H 1.248 -0.693 -6.274
H -1.053 -1.451 -5.802
H -2.067 -1.036 -3.598
N 2.563 5.347 1.431
C 1.986 4.202 1.120
C 1.268 4.040 -0.097
C 0.683 2.852 -0.381
N 0.740 1.773 0.466
C 1.444 1.920 1.635
C 2.058 3.076 1.985
H 2.517 6.147 0.817
H 3.075 5.465 2.292
H 1.183 4.854 -0.803
H 0.137 2.714 -1.304
H 1.484 1.062 2.295
H 2.590 3.127 2.924


Record 3
79
Properties=species:S:1:pos:R:3 method="wB97M-V/def2-TZVPD" lumo_ev="0.02 / -1.27" gap_ev="7.84 / 6.54" total_charge=0 homo_ev="-7.83 / -7.81" relative_energy_kj_mol=0.0 multiplicity=2 s_squared=0.76
Cu 1.146 0.278 -0.019
C 2.003 4.829 0.223
C 2.082 3.324 -0.039
N 0.789 2.612 -0.020
C -0.164 3.178 -0.987
C 0.388 3.318 -2.400
C 0.170 2.564 1.312
C 0.974 1.702 2.316
N 1.946 0.931 1.575
C 2.971 0.270 2.160
C 4.001 -0.220 1.324
F 3.876 -0.032 -0.008
C 5.128 -0.831 1.814
F 6.076 -1.245 0.960
C 5.324 -0.994 3.174
C 4.332 -0.537 4.016
F 4.481 -0.686 5.339
C 3.183 0.060 3.537
F 2.247 0.449 4.427
H 3.015 5.229 0.283
H 1.499 5.051 1.164
H 1.482 5.358 -0.576
H 2.722 2.862 0.706
H 2.539 3.148 -1.014
H -0.513 4.161 -0.641
H -1.034 2.521 -1.006
H 1.057 4.173 -2.494
H -0.441 3.456 -3.093
H 0.933 2.424 -2.698
H -0.821 2.128 1.176
H 0.028 3.573 1.716
H 0.272 1.067 2.868
H 1.473 2.338 3.053
H 6.222 -1.454 3.559
C 1.902 -0.393 -2.965
O 0.857 0.075 -2.112
C -0.421 0.168 -2.607
C -0.716 0.327 -3.944
C -2.047 0.506 -4.303
Br -2.453 0.708 -6.145
C -3.056 0.537 -3.371
C -2.755 0.349 -2.016
C -1.432 0.149 -1.641
O -1.076 -0.156 -0.346
C -3.856 0.356 -1.052
N -5.117 0.336 -1.395
C -5.822 0.380 -0.214
C -7.199 0.369 0.008
C -7.639 0.411 1.314
C -6.742 0.487 2.389
C -5.376 0.506 2.191
C -4.930 0.435 0.876
N -3.680 0.420 0.306
H 1.620 -1.345 -3.418
H 2.771 -0.532 -2.327
H 2.131 0.337 -3.743
H 0.052 0.311 -4.704
H -4.090 0.672 -3.652
H -0.730 -1.143 -0.463
H -7.886 0.332 -0.827
H -8.702 0.395 1.521
H -7.133 0.537 3.397
H -4.690 0.580 3.025
H -2.793 0.361 0.773
O -0.238 -4.978 -1.380
C 0.747 -5.106 -0.474
C 1.190 -6.393 -0.174
C 2.188 -6.589 0.759
C 2.787 -5.508 1.399
C 2.368 -4.229 1.096
C 1.348 -4.011 0.169
C 0.869 -2.626 -0.065
O -0.276 -2.461 -0.593
O 1.600 -1.669 0.311
H -0.556 -4.057 -1.338
H 0.713 -7.225 -0.675
H 2.499 -7.597 1.002
H 3.570 -5.663 2.129
H 2.809 -3.364 1.574


Record 4
155
Properties=species:S:1:pos:R:3 method="wB97M-V/def2-TZVPD" lumo_ev=0.32 smiles="COC[C@H](C)N.COC[C@H](C)N.COC[C@H](C)N.COC[C@H](C)N.COC[C@H](C)N.COC[C@H](C)N.COC[C@H](C)N.NC(N)=O.NC(N)=O.OCCO.OCCO" gap_ev=9.44 total_charge=0 homo_ev=-9.12 relative_energy_kj_mol=734.8 multiplicity=1
C 17.594 16.321 17.777
O 17.021 15.976 16.520
C 17.135 16.992 15.488
C 17.366 16.078 14.270
C 18.691 15.393 14.322
N 17.277 16.846 13.051
H 17.415 15.417 18.365
H 17.078 17.146 18.319
H 18.684 16.401 17.574
H 16.138 17.511 15.453
H 17.950 17.721 15.751
H 16.622 15.280 14.361
H 18.663 14.497 14.975
H 19.528 16.012 14.616
H 18.893 15.048 13.328
H 17.293 16.187 12.232
H 16.433 17.437 12.964
C 15.341 12.993 16.850
O 14.064 12.846 16.276
C 13.956 13.201 14.930
C 12.881 12.353 14.245
C 12.759 12.810 12.813
N 11.625 12.488 14.958
H 16.017 12.447 16.203
H 15.423 12.558 17.791
H 15.596 14.104 16.833
H 13.706 14.288 14.873
H 14.939 12.968 14.508
H 13.249 11.344 14.220
H 12.186 13.760 12.821
H 12.095 12.149 12.202
H 13.732 12.984 12.300
H 11.647 11.819 15.678
H 10.890 12.198 14.316
C 12.968 17.909 14.357
O 12.332 17.871 15.629
C 12.608 16.696 16.409
C 11.980 16.831 17.839
C 12.870 17.648 18.733
N 11.836 15.482 18.365
H 14.066 18.084 14.518
H 12.561 18.783 13.769
H 12.792 16.997 13.800
H 12.119 15.880 15.854
H 13.676 16.450 16.449
H 11.018 17.366 17.768
H 13.773 17.098 18.970
H 12.277 17.878 19.597
H 13.187 18.537 18.237
H 11.425 15.388 19.363
H 11.199 14.858 17.880
C 12.971 7.958 19.501
O 13.941 8.998 19.577
C 13.734 9.875 20.701
C 14.683 11.049 20.596
C 16.155 10.858 20.323
N 14.537 11.840 21.817
H 13.120 7.294 18.586
H 11.983 8.336 19.417
H 12.952 7.325 20.420
H 12.694 10.195 20.825
H 14.052 9.307 21.592
H 14.221 11.650 19.741
H 16.384 10.341 19.348
H 16.708 10.266 21.106
H 16.674 11.802 20.252
H 14.822 11.390 22.687
H 15.084 12.707 21.719
C 14.781 9.487 16.378
O 15.575 8.366 16.441
C 16.521 8.586 17.527
C 17.360 7.374 17.852
C 18.284 7.684 18.962
N 18.026 6.778 16.759
H 14.619 9.717 17.455
H 13.818 9.331 15.894
H 15.313 10.352 15.929
H 17.169 9.409 17.174
H 15.970 8.977 18.363
H 16.630 6.597 18.229
H 17.783 8.127 19.833
H 18.915 8.453 18.650
H 18.876 6.825 19.309
H 18.912 7.275 16.526
H 17.510 6.412 15.981
C 15.302 8.541 12.202
O 16.484 9.220 11.708
C 17.360 9.729 12.760
C 16.973 11.044 13.438
C 17.137 12.339 12.566
N 17.801 11.135 14.623
H 14.604 8.452 11.422
H 14.887 9.062 13.098
H 15.567 7.571 12.633
H 17.355 8.911 13.587
H 18.291 9.904 12.181
H 15.899 11.052 13.687
H 16.802 13.285 13.116
H 16.446 12.290 11.732
H 18.182 12.500 12.382
H 17.813 10.273 15.154
H 18.767 11.359 14.422
C 14.776 15.240 10.096
O 14.328 16.513 9.721
C 13.013 16.715 10.275
C 12.345 17.936 9.679
C 13.325 19.126 9.625
N 11.102 18.341 10.397
H 14.649 15.016 11.174
H 15.805 15.180 10.040
H 14.252 14.466 9.535
H 12.396 15.811 10.230
H 13.181 16.889 11.409
H 12.002 17.650 8.662
H 12.763 19.960 9.162
H 14.258 18.905 9.116
H 13.584 19.455 10.637
H 10.364 17.611 10.337
H 11.267 18.682 11.410
N 8.385 12.283 15.779
C 8.065 13.626 15.817
N 9.157 14.409 15.794
O 6.929 14.020 15.625
H 9.236 11.822 16.171
H 7.559 11.671 15.755
H 9.132 15.417 15.674
H 10.161 14.076 15.842
N 12.002 11.889 18.199
C 10.921 11.108 18.061
N 10.136 11.081 19.200
O 10.563 10.592 16.994
H 12.643 12.101 17.388
H 12.118 12.468 19.037
H 10.513 11.266 20.107
H 9.593 10.202 19.251
O 20.967 13.763 18.221
C 20.801 12.550 17.395
C 19.592 11.830 17.879
O 18.363 12.699 17.760
H 20.139 14.223 18.313
H 20.638 12.806 16.347
H 21.717 11.950 17.476
H 19.674 11.748 18.955
H 19.342 10.898 17.426
H 18.151 12.750 16.807
O 8.386 15.043 10.651
C 8.597 13.860 11.327
C 7.197 13.306 11.727
O 6.525 14.385 12.380
H 7.691 15.490 11.136
H 9.195 13.150 10.672
H 9.366 14.040 12.090
H 7.221 12.501 12.390
H 6.725 13.035 10.837
H 6.802 14.389 13.279


Record 5
15
Properties=species:S:1:pos:R:3 method="wB97M-V/def2-TZVPD" lumo_ev=0.87 smiles=NCCN.O gap_ev=10.23 total_charge=0 homo_ev=-9.36 relative_energy_kj_mol=76.0 multiplicity=1
N 1.363 0.391 0.009
C 0.097 1.146 -0.250
C -1.025 0.189 -0.693
N -2.187 0.340 0.203
H 2.131 1.051 0.029
H 1.541 -0.244 -0.763
H 0.427 1.888 -0.999
H -0.245 1.732 0.596
H -1.159 0.308 -1.769
H -0.688 -0.849 -0.578
H -3.036 0.463 -0.298
H -2.213 -0.409 0.860
O 1.854 -2.225 1.540
H 0.960 -2.237 1.185
H 2.180 -1.541 0.928


Record 6
20
Properties=species:S:1:pos:R:3 method="wB97M-V/def2-TZVPD" lumo_ev=3.31 smiles=C[C@@H](O)CCNC[O-] gap_ev=5.72 total_charge=-1 homo_ev=-2.41 relative_energy_kj_mol=430.2 multiplicity=1
C -2.380 0.454 0.150
C -1.483 -0.682 0.546
O -2.244 -1.912 0.847
C -0.527 -1.167 -0.391
C 0.890 -0.534 -0.475
N 0.910 0.886 -0.173
C 2.201 1.532 0.203
O 3.096 1.337 -0.754
H -3.345 0.547 0.778
H -1.761 1.333 0.243
H -2.810 0.716 -0.933
H -0.973 -0.416 1.578
H -3.211 -1.574 1.122
H -0.600 -2.224 -0.378
H -0.922 -0.868 -1.469
H 1.427 -0.774 -1.436
H 1.626 -0.978 0.219
H 0.676 1.471 -1.038
H 2.474 0.984 1.143
H 2.018 2.568 0.429


Record 7
8
Properties=species:S:1:pos:R:3 method="wB97M-V/def2-TZVPD" lumo_ev="-0.31 / -0.31" gap_ev="8.15 / 8.15" total_charge=0 homo_ev="-8.47 / -8.47" relative_energy_kj_mol=80.4 multiplicity=1
C 0.506 -0.614 -0.330
C 2.273 0.479 1.887
N 1.161 0.387 1.109
O 1.083 -1.507 -0.710
O 0.278 1.233 1.300
Br 3.638 -0.817 1.771
Br 2.330 1.855 3.229
H -0.505 0.012 -0.497


Number 1: calculated total energy -43166.061 eV. Number 2: calculated total energy -69814.613 eV. Number 3: calculated total energy -176475.112 eV. Number 4: calculated total energy -79835.051 eV. Number 5: calculated total energy -7263.136 eV. Number 6: calculated total energy -10962.532 eV. Number 7: calculated total energy -147755.693 eV.